one:
A structure of composition C4H12CsO2. Source: the Open Molecules 2025 dataset; level of theory: ωB97M-V/def2-TZVPD.

Atoms and positions in Å:
Cs 0.96235 1.17365 0.68357
C 2.24780 -2.79688 -2.86615
C 1.88528 -2.37395 -1.45419
O 2.22189 -0.99093 -1.28843
H 3.33366 -2.78197 -2.96144
H 1.84809 -2.09900 -3.60301
H 1.87996 -3.78922 -3.11852
H 2.45447 -2.99074 -0.74914
H 0.83003 -2.56666 -1.22793
H 2.56874 -0.85189 -0.40631
C -2.41955 1.22947 1.98289
C -2.35751 2.73601 2.07104
O -1.28507 3.20087 1.18304
H -1.47719 0.78818 2.31612
H -2.64500 0.90718 0.96488
H -3.21164 0.82933 2.61481
H -2.08077 3.06155 3.07358
H -3.28312 3.17283 1.69938
H -1.47241 4.14216 1.08579

Summary:
Net charge: +1
HOMO-LUMO gap in eV: 10.5
Molar mass in Da: 225.0


two:
A structure of composition C4H12CsO2. Source: the Open Molecules 2025 dataset; level of theory: ωB97M-V/def2-TZVPD.

Atoms and positions in Å:
Cs 12.66731 22.86327 22.00199
C 11.88161 24.42945 17.77873
C 13.27812 24.17316 18.05668
O 13.44604 23.71069 19.30301
H 11.67104 25.02956 16.89350
H 11.47955 25.09761 18.54031
H 11.23209 23.55775 17.69899
H 13.93415 25.04170 17.99852
H 13.65408 23.45030 17.33265
H 13.43737 24.48169 19.87493
C 11.71810 19.58218 18.43718
C 11.23042 20.65158 19.35463
O 11.58980 20.39952 20.70639
H 11.71091 18.60308 18.91614
H 12.63338 19.65784 17.85012
H 11.00161 19.44288 17.62765
H 10.14073 20.63236 19.33710
H 11.56647 21.63344 19.02129
H 11.21217 19.52459 20.82252

Summary:
Net charge: +1
HOMO-LUMO gap in eV: 10.7
Molar mass in Da: 225.0


In terms of stability, one leads; the second structure lies 0.486 eV higher.


one:
A structure of composition C2H6CsO. Source: the Open Molecules 2025 dataset; level of theory: ωB97M-V/def2-TZVPD.

Atoms and positions in Å:
Cs 0.76264 -1.89700 -2.65615
C 0.79171 0.04338 0.66297
C -0.69869 0.12134 0.41673
O -0.93892 0.27528 -0.99156
H 1.08272 -0.04578 1.70724
H 1.25719 0.96028 0.28522
H 1.23817 -0.76749 0.07920
H -1.15165 0.94003 0.97386
H -1.17359 -0.81799 0.70870
H -1.16958 1.18796 -1.18624

Summary:
Net charge: +1
HOMO-LUMO gap in eV: 10.7
Molar mass in Da: 179.0


two:
A structure of composition C2H6CsO. Source: the Open Molecules 2025 dataset; level of theory: ωB97M-V/def2-TZVPD.

Atoms and positions in Å:
Cs 1.50277 2.99867 2.52661
C 0.35253 -0.07765 0.47260
C -0.45008 -0.12995 -0.82064
O -1.35933 -1.20783 -0.83574
H 0.84675 0.89975 0.55467
H 1.13263 -0.83912 0.47291
H -0.30635 -0.22930 1.32786
H 0.22862 -0.17222 -1.67836
H -1.05661 0.76865 -0.93747
H -0.89094 -2.01099 -1.08243

Summary:
Net charge: +1
HOMO-LUMO gap in eV: 9.2
Molar mass in Da: 179.0


In terms of stability, one leads; the second structure lies 0.502 eV higher.


one:
A cluster of 2 separate species, C5H8N in total. Source: the Open Molecules 2025 dataset; level of theory: ωB97M-V/def2-TZVPD.

Atoms and positions in Å:
C -0.37973 -0.82741 0.54420
C -0.92890 0.81821 -2.13611
C 0.39798 -1.16921 1.76046
C -0.32914 0.58276 -0.95847
C 0.56176 1.37063 -0.18220
N -0.54626 -2.02631 0.99763
H -1.53279 0.06981 -2.68135
H -0.44722 1.63383 -2.69621
H 1.50451 -1.24190 1.72396
H 0.24278 -0.89336 2.75364
H -0.04926 1.80658 0.63360
H 1.05680 2.18794 -0.71667
H 1.44341 0.71112 0.02642
H -0.99393 -3.02268 0.93111

Summary:
Net charge: +1
HOMO-LUMO gap in eV: 9.9
Molar mass in Da: 82.1


two:
The ion C5H8N with charge +1. Source: the Open Molecules 2025 dataset; level of theory: ωB97M-V/def2-TZVPD.

Atoms and positions in Å:
C -2.88352 0.02340 0.41836
C -1.99750 -0.31578 -0.52102
C 0.35046 -1.28525 0.26776
C 1.66153 -0.77354 0.04908
C 1.97289 0.68711 -0.19224
N -0.67664 -0.54379 -0.33543
H -2.43777 0.07074 1.49650
H -3.84024 0.31199 0.24284
H -2.10288 -0.21133 -1.52237
H 0.22947 -2.23198 0.70429
H 2.46265 -1.47577 0.08993
H 2.03847 1.02050 0.84305
H 1.07489 1.25229 -0.48342
H 2.88556 0.82332 -0.70254

Summary:
Net charge: +1
HOMO-LUMO gap (alpha / beta) in eV: 6.7 / 8.0
Molar mass in Da: 82.1


three:
A structure of composition C5H8N. Source: the Open Molecules 2025 dataset; level of theory: ωB97M-V/def2-TZVPD.

Atoms and positions in Å:
C 1.98736 0.10815 0.02161
C 0.99053 0.48570 0.90271
C -0.04633 -0.07615 -0.00956
C -1.42185 1.15446 -0.23157
C -0.38033 -1.52892 -0.01187
N 1.00110 0.23480 -0.84219
H 3.10510 0.20227 -0.09280
H 0.94427 1.37405 1.57862
H -2.28464 0.49364 -0.00729
H -1.39891 1.15859 -1.26252
H -1.11106 2.05127 0.16781
H -1.26740 -1.86132 0.47974
H 0.56316 -2.02906 0.29657
H -0.68099 -1.76746 -0.98927

Summary:
Net charge: +1
HOMO-LUMO gap in eV: 9.5
Molar mass in Da: 82.1


four:
The ion C5H8N with charge +1. Source: the Open Molecules 2025 dataset; level of theory: ωB97M-V/def2-TZVPD.

Atoms and positions in Å:
C -0.42383 0.82769 -2.53611
C 0.02568 0.43794 -1.06905
N -0.28235 -0.16295 0.00401
C -1.07028 -1.14793 0.59936
C -0.04423 -0.67068 1.30048
C 0.91591 -0.46430 2.35641
H -1.26643 0.23787 -2.86251
H 0.46514 0.81124 -3.12025
H -0.79473 1.82980 -2.31773
H 0.81977 1.15426 -0.78473
H -1.82088 -1.82359 0.12845
H 1.10984 -1.36495 3.13207
H 0.56934 0.32242 3.13535
H 1.79705 0.01320 2.03426

Summary:
Net charge: +1
HOMO-LUMO gap in eV: 10.3
Molar mass in Da: 82.1
SMILES: C/C=[N+]1C=C\1C


In terms of stability, four leads; the second structure lies 0.331 eV higher.


one:
A cluster of 2 separate species, C2H7NOSi in total. Source: the Open Molecules 2025 dataset; level of theory: ωB97M-V/def2-TZVPD.

Atoms and positions in Å:
C 0.57153 1.70495 -0.07706
C 1.18245 0.38714 -0.10655
N 2.14216 -0.26925 -0.01228
O 2.92634 -1.16639 0.05763
H 1.18414 2.41108 -0.63843
H -0.42625 1.67762 -0.50927
H 0.49339 2.04910 0.95526
Si -1.61824 -1.37558 0.06105
H -0.31059 -0.72982 -0.21890
H -2.02830 -2.21205 -1.06089
H -1.50686 -2.16074 1.28836
H -2.60977 -0.31606 0.26107

Summary:
Net charge: 0
HOMO-LUMO gap in eV: 9.9
Molar mass in Da: 89.2
SMILES: CC#[N+][O-].[SiH4]


two:
A cluster of 2 separate species, C2H7NOSi in total. Source: the Open Molecules 2025 dataset; level of theory: ωB97M-V/def2-TZVPD.

Atoms and positions in Å:
C 2.17408 0.27404 0.53988
C -0.92945 1.45762 0.03756
N 2.68957 -0.22963 -0.36549
O -0.59558 0.20176 -0.46353
Si -0.82347 -1.28694 0.12806
H -1.34705 2.05671 -0.77476
H -0.01990 1.94175 0.41042
H -1.65811 1.39800 0.84715
H 3.12987 -0.67567 -1.14014
H -2.20811 -1.72901 -0.07568
H 0.10978 -2.03542 -0.70281
H -0.52164 -1.37322 1.55933

Summary:
Net charge: 0
HOMO-LUMO gap in eV: 11.2
Molar mass in Da: 89.2


In terms of stability, two leads; the second structure lies 2.734 eV higher.


one:
The molecule C21H26N4O7S. Source: the Open Molecules 2025 dataset; level of theory: ωB97M-V/def2-TZVPD.

Atoms and positions in Å:
C -6.71407 -2.04102 -2.04619
O -5.74458 -1.19132 -1.45258
C -4.72031 -1.80403 -0.84959
O -4.60415 -3.00452 -0.79546
C -3.75184 -0.84622 -0.25594
C -2.58778 -1.36405 0.29991
C -1.64090 -0.52401 0.87892
N -0.49665 -1.10372 1.42268
C 0.68452 -0.48438 1.69067
O 0.83787 0.71893 1.71467
C 1.84337 -1.38825 2.12134
C 1.68887 -2.90675 1.99557
C 1.79229 -3.37414 0.54268
C 3.11500 -2.88695 -0.04957
N 3.22673 -1.44490 0.03361
S 2.33481 -0.66536 -1.16573
O 2.77651 -1.23952 -2.40315
O 0.91665 -0.72241 -0.90543
C 2.90911 0.98679 -1.04883
C 4.26920 1.37593 -1.10285
C 5.43769 0.47446 -1.23566
N 4.36133 2.68713 -1.02853
N 3.10621 3.14569 -0.93831
C 2.18362 2.16093 -0.95306
C 0.72759 2.41176 -0.89674
C 3.11436 -0.93273 1.37498
C -1.88006 0.84604 0.91276
C -3.03699 1.36337 0.33910
C -3.30177 2.82442 0.33235
O -4.32526 3.33086 -0.05603
O -2.26709 3.53823 0.80189
C -2.44839 4.94526 0.82518
C -3.97920 0.52422 -0.24541
H -7.16739 -2.68607 -1.29045
H -6.25123 -2.66928 -2.81015
H -7.46065 -1.38708 -2.48908
H -2.43634 -2.43348 0.26386
H -0.46963 -2.10735 1.31837
H 1.99208 -1.13777 3.18019
H 0.75961 -3.24856 2.45882
H 2.50736 -3.36514 2.55979
H 1.74314 -4.46329 0.49462
H 0.98402 -2.96133 -0.06275
H 3.18945 -3.14223 -1.10681
H 3.96404 -3.32442 0.48700
H 6.30890 1.04634 -1.54179
H 5.21141 -0.29634 -1.96870
H 5.64693 -0.01442 -0.28562
H 2.94213 4.13828 -0.87636
H 0.42906 3.11558 -1.67266
H 0.45348 2.82305 0.07312
H 0.20158 1.47163 -1.03223
H 3.12526 0.15778 1.32059
H 3.99954 -1.26822 1.92699
H -1.16441 1.50328 1.37405
H -1.55812 5.35993 1.29113
H -2.56564 5.33001 -0.19028
H -3.33926 5.20503 1.40071
H -4.87198 0.94434 -0.67965

Summary:
Net charge: 0
HOMO-LUMO gap in eV: 9.1
Molar mass in Da: 478.5
SMILES: COC(=O)c1cc(NC(=O)[C@H]2CCCN(S(=O)(=O)c3c(C)n[nH]c3C)C2)cc(C(=O)OC)c1


two:
The molecule C21H26N4O7S. Source: the Open Molecules 2025 dataset; level of theory: ωB97M-V/def2-TZVPD.

Atoms and positions in Å:
C -3.58948 -4.11186 2.79639
O -3.00872 -3.80406 1.53832
C -2.22144 -2.72433 1.50459
O -1.99610 -2.03351 2.46917
C -1.67650 -2.45690 0.14963
C -0.55796 -1.64036 0.04713
C -0.05932 -1.27577 -1.20280
N 1.03865 -0.41621 -1.20996
C 1.62607 0.18451 -2.27727
O 1.27020 0.03741 -3.42761
C 2.82243 1.09117 -1.95972
C 2.55256 2.49462 -2.52706
C 1.50282 3.22376 -1.68923
C 1.90227 3.23330 -0.21191
N 2.07125 1.86426 0.20798
S 2.05123 1.44129 1.83523
O 1.67242 0.05468 1.80494
O 3.30618 1.76572 2.45907
C 0.77360 2.42531 2.52992
C -0.62053 2.33905 2.28278
C -1.32847 1.39305 1.39173
N -1.25144 3.25246 2.99013
N -0.31637 3.91089 3.68421
C 0.92927 3.45329 3.44663
C 2.13556 4.02141 4.09023
C 3.17401 1.22098 -0.48164
C -0.66946 -1.76495 -2.35424
C -1.77284 -2.60694 -2.24291
C -2.44790 -3.15406 -3.44864
O -3.44301 -3.83670 -3.41842
O -1.83051 -2.80974 -4.58493
C -2.41679 -3.29394 -5.78230
C -2.28635 -2.95078 -0.99737
H -4.22721 -3.29075 3.13074
H -2.81051 -4.27634 3.54383
H -4.17490 -5.01545 2.64802
H -0.06976 -1.28966 0.94531
H 1.35864 -0.17861 -0.27638
H 3.67327 0.65794 -2.49707
H 2.20767 2.40145 -3.55742
H 3.48380 3.06547 -2.52386
H 1.38672 4.24866 -2.04365
H 0.54331 2.71382 -1.78889
H 1.11545 3.68280 0.39679
H 2.83020 3.80997 -0.07093
H -2.33281 1.76053 1.20064
H -1.40201 0.41874 1.87453
H -0.78853 1.27378 0.45594
H -0.59111 4.64930 4.31340
H 2.03518 3.99715 5.17435
H 2.28018 5.05753 3.78435
H 3.00160 3.43483 3.79689
H 3.35640 0.25434 -0.00856
H 4.09158 1.81945 -0.37364
H -0.29437 -1.49039 -3.32584
H -1.79651 -2.92396 -6.59450
H -2.43812 -4.38595 -5.78082
H -3.44010 -2.92501 -5.88078
H -3.15411 -3.58796 -0.93753

Summary:
Net charge: 0
HOMO-LUMO gap in eV: 9.1
Molar mass in Da: 478.5
SMILES: COC(=O)c1cc(NC(=O)[C@H]2CCCN(S(=O)(=O)c3c(C)n[nH]c3C)C2)cc(C(=O)OC)c1


In terms of stability, two leads; the second structure lies 0.135 eV higher.


one:
The ion C4H12NO with charge +1. Source: the Open Molecules 2025 dataset; level of theory: ωB97M-V/def2-TZVPD.

Atoms and positions in Å:
C -0.38379 1.97894 -0.12611
N -0.83026 0.56949 -0.28746
C -0.05719 -0.46274 0.52966
C -0.86021 -1.76370 0.53445
C 1.40613 -0.32963 0.12982
O 1.28152 -0.28553 -1.31677
H -1.05145 2.48647 0.54820
H -0.35239 2.52538 -1.08909
H 0.67855 2.09680 0.05485
H -0.99300 0.18123 -1.21634
H -1.76701 0.64807 0.11909
H -0.15099 -0.07888 1.56899
H -0.38430 -2.61257 1.01142
H -1.78209 -1.67310 1.10009
H -0.92089 -2.10632 -0.50659
H 2.00619 0.49875 0.49988
H 2.13498 -1.14362 0.29515
H 2.02620 -0.52903 -1.84925

Summary:
Net charge: +1
HOMO-LUMO gap in eV: 11.8
Molar mass in Da: 90.1
SMILES: C[NH2+][C@@H](C)CO


two:
A cluster of 2 separate species, C4H12NO in total. Source: the Open Molecules 2025 dataset; level of theory: ωB97M-V/def2-TZVPD.

Atoms and positions in Å:
C -2.76221 1.66238 -0.25186
C -1.31539 1.15786 -0.07162
C -0.93249 -0.31147 -0.28299
C 1.23579 -0.72505 -1.33820
N 0.52988 -0.43491 -0.31714
H -2.83155 2.45942 -0.99167
H -3.23593 2.07847 0.62757
H -3.36605 0.83145 -0.63223
H -0.94319 1.56765 0.87023
H -0.69500 1.76913 -0.72875
H -1.25383 -0.65236 -1.27124
H -1.30214 -0.88735 0.55211
H 0.74941 -0.76214 -2.30442
H 2.23936 -1.03388 -1.07020
H 0.97431 -0.54474 0.60100
H 2.86659 -1.52863 2.63456
H 3.67920 -1.00148 1.62513
O 2.75727 -1.22590 1.72120

Summary:
Net charge: +1
HOMO-LUMO gap in eV: 10.4
Molar mass in Da: 90.1


In terms of stability, two leads; the second structure lies 0.169 eV higher.